99
Properties=species:S:1:pos:R:3 method="wB97M-V/def2-TZVPD" energy_ha=-2435.0541 gap_ha=0.297 max_force_ev_per_a=3.55 charge=-1 de_lowest_kj_mol=409.8
Cl 0.5095 0.6876 -0.0588
O -0.6074 -0.1808 0.1315
O 0.2730 1.3986 -1.2610
O 0.5782 1.5132 1.1246
O 1.7065 -0.0803 -0.3796
O -2.8455 -2.3464 -1.1953
H -2.8210 -2.0505 -2.1053
H -1.9300 -2.3400 -0.9160
O -1.0479 3.8891 0.4713
H -0.2641 4.3985 0.2656
H -0.8411 3.0016 0.1782
O -3.7095 0.8264 -0.8716
H -4.2452 0.0558 -1.0598
H -2.8586 0.6286 -1.2630
C -4.4761 0.4919 2.7903
C -3.1423 1.0688 3.1775
C -2.2127 -0.0718 3.8142
O -0.8199 0.3971 3.7593
C 0.1147 -0.6098 3.9195
N -2.5301 1.7712 2.0489
H -5.2176 1.2806 2.9181
H -4.7493 -0.1136 3.6545
H -4.5289 -0.0152 1.8269
H -3.2867 1.8694 3.9030
H -2.5817 -0.9862 3.3495
H -2.4014 -0.2319 4.8757
H 1.0918 -0.2221 4.2079
H 0.3756 -1.1517 3.0105
H -0.2337 -1.3127 4.6762
H -1.5934 1.4047 1.9577
H -2.9213 1.1438 1.3608
C -2.9442 -1.8422 -5.0286
C -1.6785 -1.4852 -4.2779
C -0.5473 -0.8305 -5.2083
O -0.0144 -1.6049 -6.2617
C 0.9553 -0.9472 -7.1127
N -2.0524 -0.4306 -3.3351
H -3.8250 -1.8463 -4.3865
H -2.7340 -2.7743 -5.5532
H -3.1991 -1.0634 -5.7472
H -1.2763 -2.3924 -3.8270
H 0.3087 -0.6165 -4.5683
H -1.0329 0.0916 -5.5278
H 1.3886 -1.6303 -7.8432
H 1.6849 -0.5248 -6.4219
H 0.4584 -0.1160 -7.6130
H -1.1542 -0.1435 -2.9734
H -2.2529 0.3800 -3.9033
C -0.1162 3.8878 5.9796
C -1.2043 4.0983 4.9234
C -1.5574 5.5798 4.8652
O -2.7487 5.7636 4.0561
C -3.4531 6.9962 4.1656
N -0.8057 3.7775 3.4620
H -0.6474 3.5616 6.8737
H 0.5450 4.7112 6.2497
H 0.5010 3.0055 5.8100
H -2.0517 3.4604 5.1744
H -0.6435 6.1012 4.5806
H -1.7018 5.9626 5.8755
H -3.8903 7.0068 5.1640
H -4.1814 7.1543 3.3702
H -2.7630 7.8390 4.1252
H 0.0255 4.3057 3.2381
H -0.4054 2.8504 3.4828
C 5.4007 -0.3098 -0.7225
C 6.1890 0.6419 0.0437
C 7.4221 1.0910 -0.8589
O 8.4561 0.1102 -0.8191
C 9.7624 0.5133 -1.2322
N 5.2370 1.6930 0.2911
H 5.8802 -1.2646 -0.9381
H 5.0494 0.0648 -1.6840
H 4.5776 -0.5583 -0.0525
H 6.4831 0.1412 0.9661
H 7.8256 2.0254 -0.4687
H 7.1013 1.4149 -1.8490
H 9.7472 0.9726 -2.2206
H 10.3986 -0.3718 -1.2398
H 10.1956 1.1178 -0.4354
H 4.4736 1.2466 0.7790
H 4.8760 2.0773 -0.5703
C -1.7782 -7.5067 -2.5046
C -1.9382 -6.2519 -1.5550
C -0.5821 -5.5420 -1.7401
O -0.6817 -4.5323 -0.6950
C 0.3275 -3.5450 -0.8200
N -2.9680 -5.3426 -1.9986
H -0.9760 -8.1325 -2.1134
H -1.6758 -7.2220 -3.5518
H -2.6486 -8.1506 -2.3786
H -2.0153 -6.5808 -0.5186
H -0.5031 -5.1025 -2.7344
H 0.3666 -6.0742 -1.6707
H 1.3827 -3.7998 -0.9187
H 0.2251 -2.8758 0.0343
H 0.0623 -2.8963 -1.6549
H -2.9008 -4.4925 -1.4574
H -2.5423 -4.9573 -2.8295

***

106
Properties=species:S:1:pos:R:3 method="wB97M-V/def2-TZVPD" energy_ha=-2522.9693 gap_ha=0.375 max_force_ev_per_a=3.66 charge=0 smiles="NC(N)=O.NC(N)=O.OCCO.OCCO.OCCO.OCCO.OCCO.OCCO.OCCO.OCCO.OCCO" de_lowest_kj_mol=0.0
N 0.3949 -1.9049 -5.5642
C -0.4877 -2.0619 -4.5351
N -1.7684 -2.3845 -4.8111
O -0.1969 -1.9298 -3.3541
H 0.3887 -2.4865 -6.3932
H 1.3015 -1.6761 -5.1089
H -2.0085 -2.8307 -5.6627
H -2.4814 -2.6695 -4.1371
N 1.7342 -4.1328 -1.2058
C 2.2029 -4.6781 -2.3890
N 1.7596 -5.8772 -2.8158
O 2.9604 -4.0313 -3.0991
H 0.9816 -4.4554 -0.6206
H 1.8992 -3.1420 -1.1366
H 2.4455 -6.3205 -3.3691
H 1.2399 -6.5301 -2.3024
O 0.7113 3.3467 -1.6639
C -0.5057 3.2454 -2.3985
C -1.1958 4.5691 -2.8135
O -0.7192 5.0526 -4.0287
H 1.4403 3.6144 -2.2192
H -0.3965 2.6147 -3.3063
H -1.0139 2.6558 -1.6595
H -1.0047 5.2805 -1.9511
H -2.2198 4.3060 -2.8828
H 0.0646 5.5949 -3.8826
O -3.4662 4.8020 1.3835
C -2.6694 3.6640 0.8421
C -3.6087 2.8620 -0.0432
O -4.7653 2.4352 0.6961
H -3.2448 4.7310 2.3065
H -1.7211 3.9232 0.3683
H -2.3926 3.0203 1.6598
H -3.1990 1.9418 -0.4075
H -3.8723 3.3536 -0.9616
H -5.0283 3.2199 1.2195
O 2.8179 4.4731 1.5382
C 3.0531 3.1548 2.0023
C 3.9558 2.4244 1.0203
O 3.3299 2.5221 -0.3552
H 3.1402 4.4821 0.6185
H 3.6345 3.2377 2.9570
H 2.0885 2.6620 2.1021
H 3.9385 1.3081 1.1957
H 5.0064 2.6866 1.0103
H 3.6297 1.7981 -0.8945
O 3.1236 -1.4403 -4.1936
C 4.5607 -1.2476 -4.0441
C 4.8005 -0.6881 -2.5912
O 4.0873 0.5601 -2.3777
H 2.9928 -2.1455 -3.5144
H 5.0412 -2.2411 -4.1931
H 4.8680 -0.5593 -4.8309
H 5.8748 -0.6288 -2.5337
H 4.4796 -1.4544 -1.8405
H 3.2023 0.3263 -2.7236
O -2.5115 0.0736 4.2013
C -3.2808 0.2428 3.0104
C -4.1560 -0.9466 2.8072
O -3.2901 -1.9867 2.5229
H -1.8753 0.8078 4.1696
H -3.8237 1.2252 3.0191
H -2.4934 0.3725 2.1955
H -4.9220 -0.7461 2.0040
H -4.5748 -1.1539 3.8096
H -3.6603 -2.8454 2.5168
O -0.8989 2.2497 3.5206
C 0.1781 2.4872 4.4161
C 0.8720 1.1633 4.7552
O 1.2932 0.3791 3.6040
H -0.5251 2.0102 2.6039
H 0.8655 3.2445 4.0178
H -0.1370 2.9163 5.3750
H 0.1718 0.5840 5.3190
H 1.7967 1.2416 5.4067
H 0.5769 -0.2134 3.4275
O -1.9171 -3.6808 -1.9571
C -2.5969 -2.8532 -0.9809
C -3.3015 -1.6604 -1.6320
O -3.9879 -2.1967 -2.7520
H -1.1546 -3.1120 -2.2724
H -3.4236 -3.4863 -0.5741
H -1.9387 -2.5356 -0.1453
H -2.5853 -1.0003 -2.0659
H -3.9885 -1.0475 -1.0143
H -4.5308 -2.9390 -2.4729
O 2.1422 -2.3503 4.8571
C 1.2047 -3.2657 4.3609
C -0.2290 -2.8682 4.5368
O -0.5156 -1.9325 3.5017
H 2.0026 -1.5644 4.3418
H 1.4811 -3.3312 3.2924
H 1.3889 -4.3072 4.7653
H -0.3591 -2.3622 5.5029
H -0.8992 -3.7298 4.4187
H -1.3718 -1.4763 3.7128
O 1.2573 -0.9730 -1.1819
C 1.2530 0.2680 -0.5391
C 0.0165 0.3929 0.3978
O 0.0275 1.6775 1.0236
H 0.9073 -0.8822 -2.0815
H 2.1584 0.4481 0.0591
H 1.2312 1.1155 -1.2465
H -0.0010 -0.3591 1.1568
H -0.9126 0.2070 -0.1967
H -0.1467 2.3471 0.3777

***

no.,LUMO energy (eV)
1,2.43
2,0.46